1.
Entry from the OMol25 dataset: C30H44I2InO27 as an isolated structure (wB97M-V/def2-TZVPD).

Positions of all 104 atoms, in Å:
C  1.133  -3.329  4.495
C  -0.181  -3.294  5.528
C  -1.382  -2.317  4.991
I  -1.031  -0.318  5.808
In  -3.361  -3.257  5.563
I  -4.692  -4.408  3.300
H  1.808  -2.422  4.820
H  1.680  -4.380  4.602
H  0.820  -3.189  3.366
H  0.208  -2.955  6.586
H  -0.607  -4.398  5.511
H  -1.298  -2.267  3.824
H  -2.970  -4.605  6.727
H  -4.401  -2.000  6.392
C  -1.319  1.429  0.527
C  -1.761  0.853  1.833
O  -0.818  -0.174  2.072
C  0.306  0.147  1.367
O  1.375  -0.429  1.475
O  0.077  1.198  0.525
H  -1.535  2.498  0.448
H  -1.764  0.912  -0.330
H  -1.707  1.580  2.650
H  -2.775  0.446  1.787
C  1.753  5.898  -0.630
C  1.419  4.731  -1.501
O  0.533  3.971  -0.701
C  -0.024  4.831  0.201
O  -0.958  4.550  0.934
O  0.598  6.046  0.174
H  1.943  6.807  -1.207
H  2.613  5.703  0.019
H  0.899  5.029  -2.418
H  2.302  4.144  -1.767
C  0.882  6.960  -6.368
C  1.137  5.576  -5.866
O  1.736  5.793  -4.603
C  1.341  7.030  -4.183
O  1.533  7.471  -3.062
O  0.702  7.709  -5.180
H  -0.008  7.017  -7.000
H  1.736  7.370  -6.917
H  0.212  5.006  -5.726
H  1.806  5.012  -6.521
C  -2.112  -5.088  -0.085
C  -3.310  -5.954  -0.302
O  -3.271  -6.223  -1.690
C  -1.975  -6.066  -2.089
O  -1.549  -6.382  -3.187
O  -1.218  -5.510  -1.098
H  -1.670  -5.228  0.905
H  -2.332  -4.025  -0.230
H  -3.245  -6.902  0.244
H  -4.242  -5.451  -0.030
C  -4.411  4.646  -1.178
C  -5.559  3.759  -1.535
O  -5.397  2.653  -0.667
C  -4.673  3.092  0.404
O  -4.493  2.448  1.424
O  -4.178  4.345  0.185
H  -4.649  5.706  -1.306
H  -3.508  4.413  -1.751
H  -6.528  4.227  -1.334
H  -5.528  3.439  -2.580
C  4.945  -0.061  -0.163
C  4.503  -0.637  1.144
O  5.446  -1.664  1.382
C  6.570  -1.343  0.677
O  7.640  -1.919  0.786
O  6.341  -0.293  -0.164
H  4.729  1.008  -0.241
H  4.500  -0.578  -1.019
H  4.557  0.090  1.961
H  3.489  -1.044  1.097
C  4.153  10.856  -5.294
C  2.954  9.990  -5.510
O  2.993  9.722  -6.899
C  4.290  9.878  -7.297
O  4.716  9.562  -8.396
O  5.047  10.434  -6.306
H  4.594  10.716  -4.304
H  3.932  11.919  -5.438
H  3.020  9.042  -4.965
H  2.023  10.493  -5.238
C  2.153  -7.222  -2.123
C  1.006  -8.110  -2.480
O  1.167  -9.216  -1.612
C  1.891  -8.777  -0.541
O  2.072  -9.421  0.479
O  2.386  -7.524  -0.760
H  1.916  -6.163  -2.251
H  3.057  -7.456  -2.697
H  0.036  -7.641  -2.279
H  1.036  -8.430  -3.525
C  -3.518  -7.766  5.775
C  -3.058  -8.974  6.524
O  -2.302  -8.428  7.588
C  -2.749  -7.153  7.780
O  -2.437  -6.448  8.725
O  -3.592  -6.770  6.777
H  -4.493  -7.915  5.303
H  -2.799  -7.448  5.013
H  -3.891  -9.550  6.941
H  -2.441  -9.635  5.910

Output
- molecular weight (u) = 1205.3
- LUMO (eV) = 0.795
- F_max (eV Å⁻¹) = 2.9
- orbital gap (eV) = 5.8
- DFT total energy (Ha) = -3986.623865
- 2S+1 = 1
- energy above the lowest of the compared OMol25 structures with the same formula, charge and spin (kJ/mol) = 202.6
- highest occupied orbital energy (eV) = -5.0
- charge = -1

***

2.
Entry from the OMol25 dataset: a 2-piece molecular cluster, C5H12S overall (wB97M-V/def2-TZVPD).

Positions of all 18 atoms, in Å:
C  -0.475  1.655  0.211
C  -0.759  0.524  0.862
C  0.094  -0.076  1.939
H  -1.139  2.045  -0.569
H  0.433  2.225  0.440
H  -1.679  -0.016  0.601
H  0.986  0.548  2.115
H  0.425  -1.087  1.647
H  -0.474  -0.151  2.881
C  1.436  -0.697  -0.398
S  -0.089  -1.637  -0.577
C  -0.878  -0.610  -1.827
H  2.062  -1.202  0.357
H  1.237  0.333  -0.057
H  1.996  -0.652  -1.347
H  -1.038  0.419  -1.462
H  -0.278  -0.566  -2.752
H  -1.859  -1.054  -2.065

Output
- molecular weight (u) = 104.2
- LUMO (eV) = 0.974
- F_max (eV Å⁻¹) = 1.2
- orbital gap (eV) = 9.4
- DFT total energy (Ha) = -595.815883
- 2S+1 = 1
- energy above the lowest of the compared OMol25 structures with the same formula, charge and spin (kJ/mol) = 173.6
- highest occupied orbital energy (eV) = -8.4
- charge = 0
- SMILES = C=CC.CSC

***

3.
Entry from the OMol25 dataset: an isolated ion of composition C19H26N3O and charge +1 (wB97M-V/def2-TZVPD).

Positions of all 49 atoms, in Å:
C  -5.431  -2.151  2.538
O  -4.121  -2.682  2.231
C  -3.139  -1.839  1.817
C  -1.905  -2.455  1.498
C  -0.920  -1.708  0.881
C  -1.206  -0.440  0.334
C  -0.233  0.185  -0.671
N  0.996  0.363  -0.033
C  2.205  -0.210  -0.264
N  2.416  -1.279  -1.064
C  3.748  -1.504  -1.658
C  1.549  -2.451  -1.099
N  3.273  0.371  0.349
C  4.204  -0.464  1.115
C  3.270  1.787  0.706
C  -0.708  1.533  -1.283
C  0.166  2.609  -1.398
C  -0.334  3.903  -1.630
C  -1.694  4.089  -1.908
C  -2.532  2.980  -2.007
C  -2.042  1.706  -1.693
C  -2.336  0.219  0.832
C  -3.271  -0.438  1.627
H  -6.002  -3.046  2.800
H  -5.378  -1.461  3.395
H  -5.865  -1.644  1.660
H  -1.785  -3.512  1.730
H  0.075  -2.144  0.835
H  -0.105  -0.512  -1.509
H  1.038  1.087  0.688
H  4.200  -0.541  -1.930
H  4.418  -2.064  -0.987
H  3.597  -2.095  -2.567
H  1.576  -3.026  -0.156
H  0.512  -2.201  -1.335
H  1.932  -3.103  -1.887
H  3.720  -1.418  1.384
H  5.118  -0.654  0.541
H  4.475  0.066  2.034
H  2.740  1.987  1.654
H  4.317  2.088  0.833
H  2.848  2.388  -0.114
H  1.244  2.470  -1.287
H  0.350  4.749  -1.597
H  -2.085  5.101  -2.053
H  -3.576  3.110  -2.316
H  -2.716  0.850  -1.719
H  -2.498  1.282  0.620
H  -4.105  0.119  2.064

Output
- molecular weight (u) = 312.4
- LUMO (eV) = -2.330
- F_max (eV Å⁻¹) = 3.7
- orbital gap (eV) = 8.5
- DFT total energy (Ha) = -978.842944
- 2S+1 = 1
- energy above the lowest of the compared OMol25 structures with the same formula, charge and spin (kJ/mol) = 5.4
- highest occupied orbital energy (eV) = -10.9
- charge = +1
- SMILES = COc1ccc([C@H](NC(N(C)C)=[N+](C)C)c2ccccc2)cc1